Formula: C33H60O9
Source: the OMol25 dataset
Level of theory: ωB97M-V with the def2-TZVPD basis set

Results
- HOMO level (eV) = -9.26
- orbital gap (Eh) = 0.35809
- E_tot (eV) = -53620.0391

Bonds (Å) are listed after each position.
Element x y z (Å)
1 C 3.99 1.71 -0.41  C2 1.357, C6 1.393, H7 1.055
2 C 4.80 2.22 -1.37  C1 1.357, C3 1.372, H8 1.064
3 C 4.98 3.57 -1.44  C2 1.372, C4 1.368, H9 1.087
4 C 4.45 4.48 -0.56  C3 1.368, C5 1.388, H10 1.083
5 C 3.67 3.95 0.46  C4 1.388, C6 1.367, H11 1.059
6 C 3.41 2.61 0.49  C1 1.393, C5 1.367, H12 1.096
7 H 3.76 0.70 -0.25  C1 1.055
8 H 5.32 1.52 -1.98  C2 1.064
9 H 5.64 3.91 -2.23  C3 1.087
10 H 4.68 5.53 -0.58  C4 1.083
11 H 3.33 4.50 1.29  C5 1.059
12 H 2.80 2.17 1.29  C6 1.096
13 C 2.07 -1.91 -2.79  C14 1.504, H17 1.112, H18 1.103, H19 1.115
14 C 0.97 -1.73 -3.79  C13 1.504, C15 1.503, O16 1.238
15 C -0.45 -2.00 -3.36  C14 1.503, H20 1.067, H21 1.089, H22 1.105
16 O 1.16 -1.36 -4.95  C14 1.238
17 H 2.06 -2.97 -2.47  C13 1.112
18 H 2.01 -1.27 -1.89  C13 1.103
19 H 3.04 -1.67 -3.28  C13 1.115
20 H -0.75 -1.56 -2.44  C15 1.067
21 H -0.55 -3.08 -3.29  C15 1.089
22 H -1.17 -1.62 -4.10  C15 1.105
23 C -4.42 2.78 -5.31  C24 1.501, H27 1.091, H28 1.069, H29 1.105
24 C -5.10 1.58 -4.71  C23 1.501, C25 1.505, O26 1.233
25 C -4.37 0.84 -3.63  C24 1.505, H30 1.072, H31 1.118, H32 1.116
26 O -6.18 1.19 -5.17  C24 1.233
27 H -3.83 3.33 -4.58  C23 1.091
28 H -5.07 3.46 -5.82  C23 1.069
29 H -3.76 2.42 -6.11  C23 1.105
30 H -4.09 1.46 -2.80  C25 1.072
31 H -3.44 0.44 -4.11  C25 1.118
32 H -5.02 0.05 -3.19  C25 1.116
33 C -0.39 2.01 4.92  C34 1.495, H37 1.111, H38 1.083, H39 1.087
34 C 0.70 2.42 3.98  C33 1.495, C35 1.489, O36 1.221
35 C 0.69 3.84 3.52  C34 1.489, H40 1.099, H41 1.122, H42 1.085
36 O 1.51 1.64 3.50  C34 1.221
37 H -1.30 1.73 4.34  C33 1.111
38 H -0.58 2.78 5.65  C33 1.083
39 H -0.12 1.10 5.44  C33 1.087
40 H -0.32 4.13 3.21  C35 1.099
41 H 1.41 3.89 2.67  C35 1.122
42 H 0.98 4.50 4.32  C35 1.085
43 C -0.37 -3.72 3.05  C44 1.539, H47 1.097, H48 1.067, H49 1.093
44 C 0.79 -3.25 2.16  C43 1.539, C45 1.539, O46 1.233
45 C 0.86 -3.73 0.70  C44 1.539, H50 1.084, H51 1.103, H52 1.091
46 O 1.55 -2.40 2.64  C44 1.233
47 H -0.93 -4.52 2.55  C43 1.097
48 H -1.00 -2.86 3.00  C43 1.067
49 H -0.01 -4.01 4.03  C43 1.093
50 H 1.33 -4.71 0.66  C45 1.084
51 H 1.44 -3.01 0.11  C45 1.103
52 H -0.13 -3.81 0.24  C45 1.091
53 C 0.99 2.56 -4.56  C54 1.457, H57 1.112, H58 1.097, H59 1.116
54 C 0.42 2.19 -3.27  C53 1.457, C55 1.535, O56 1.218
55 C 0.82 3.07 -2.07  C54 1.535, H60 1.069, H61 1.079, H62 1.084
56 O -0.26 1.19 -3.13  C54 1.218
57 H 0.73 1.80 -5.32  C53 1.112
58 H 2.07 2.75 -4.49  C53 1.097
59 H 0.54 3.54 -4.86  C53 1.116
60 H -0.07 3.10 -1.50  C55 1.069
61 H 1.11 4.08 -2.29  C55 1.079
62 H 1.57 2.53 -1.51  C55 1.084
63 C -3.16 -1.25 3.53  C64 1.515, H67 1.105, H68 1.081, H69 1.121
64 C -4.09 -0.12 3.91  C63 1.515, C65 1.471, O66 1.208
65 C -5.53 -0.31 3.63  C64 1.471, H70 1.041, H71 1.058, H72 1.071
66 O -3.66 0.83 4.52  C64 1.208
67 H -2.17 -0.77 3.56  C63 1.105
68 H -3.30 -1.69 2.55  C63 1.081
69 H -3.12 -2.03 4.34  C63 1.121
70 H -5.61 -0.89 2.77  C65 1.041
71 H -6.07 0.58 3.44  C65 1.058
72 H -5.97 -0.83 4.45  C65 1.071
73 C 7.27 -1.85 0.53  C74 1.496, H77 1.073, H78 1.080, H79 1.113
74 C 5.80 -1.56 0.57  C73 1.496, C75 1.496, O76 1.220
75 C 4.98 -2.39 1.51  C74 1.496, H80 1.077, H81 1.068, H82 1.111
76 O 5.28 -0.81 -0.24  C74 1.220
77 H 7.42 -2.80 0.04  C73 1.073
78 H 7.69 -1.76 1.52  C73 1.080
79 H 7.76 -1.13 -0.15  C73 1.113
80 H 5.04 -1.94 2.48  C75 1.077
81 H 5.33 -3.40 1.52  C75 1.068
82 H 3.90 -2.29 1.28  C75 1.111
83 C 0.65 -0.04 0.73  C84 1.530, H87 1.103, H88 1.089, H89 1.074
84 C -0.85 -0.35 0.74  C83 1.530, C85 1.516, O86 1.239
85 C -1.76 0.84 0.49  C84 1.516, H90 1.087, H91 1.111, H92 1.047
86 O -1.33 -1.48 0.92  C84 1.239
87 H 1.24 -0.97 0.68  C83 1.103
88 H 1.06 0.60 1.51  C83 1.089
89 H 0.80 0.51 -0.17  C83 1.074
90 H -2.80 0.57 0.61  C85 1.087
91 H -1.53 1.24 -0.53  C85 1.111
92 H -1.52 1.56 1.22  C85 1.047
93 C -3.92 -2.31 -0.73  C94 1.487, H97 1.094, H98 1.089, H99 1.091
94 C -4.43 -2.74 0.59  C93 1.487, C95 1.496, O96 1.246
95 C -3.72 -3.89 1.23  C94 1.496, H100 1.074, H101 1.065, H102 1.070
96 O -5.38 -2.20 1.19  C94 1.246
97 H -4.49 -1.40 -0.95  C93 1.094
98 H -4.28 -3.03 -1.47  C93 1.089
99 H -2.85 -2.10 -0.68  C93 1.091
100 H -4.04 -4.08 2.24  C95 1.074
101 H -2.70 -3.59 1.29  C95 1.065
102 H -3.91 -4.79 0.69  C95 1.070